Computed, not measured: the molecule C3H6N2O2S in a non-equilibrium geometry, with the ωB97M-V functional and the def2-TZVPD basis.

Summary:
SMILES string: CO/N=C(/N)C(=O)S
E_tot (eV): -21114.28288
Frontier orbital gap (eV): 8.450
Molecular weight (g/mol): 134.160
Energy relative to the best compared isomer or geometry (same formula, charge and spin) (eV): 5.567
E_HOMO (eV): -8.8

```
14
Properties=species:S:1:pos:R:3:forces:R:3
C 2.3946 -0.8194 0.0468 3.82 -3.11 -0.14
C -0.7302 0.7038 0.0313 5.29 3.82 -0.85
C -1.8660 -0.2117 0.1515 1.21 -2.09 -1.30
H 2.7925 -1.8556 -0.5511 -1.27 2.90 1.15
H 2.8389 -1.0639 1.0870 -1.06 0.70 -1.25
H 3.0793 0.0636 -0.3491 -2.40 -1.44 0.49
H 0.0495 2.6633 -0.2056 -2.20 -1.98 1.13
H -1.7226 2.7314 -0.0986 2.29 -2.58 0.58
H -3.0002 -2.3261 0.0501 1.57 0.71 -0.17
N 0.5510 0.5666 -0.3042 -1.81 -3.78 1.67
N -0.8295 2.1157 0.1580 -2.16 3.07 -1.31
O 0.9789 -0.8190 0.0757 0.64 2.43 -1.22
O -2.9178 0.2624 -0.0640 -2.91 1.19 0.46
S -1.6184 -2.0111 -0.0278 -1.00 0.17 0.77
```
Positions in Å, forces in eV/Å.